ORCA calculation (the ωB97M-V functional and the def2-TZVPD basis) on a molecular structure, C8H13NO3RbS.

Calculated values
2S+1 = 2
net charge = +2
LUMO level (alpha / beta) = -8.34 / -12.35 eV
E_HOMO (alpha / beta) = -16.522 / -16.521 eV
total energy = -27611.849 eV
Kohn-Sham gap (alpha / beta) = 8.18 / 4.17 eV

Last column: Mulliken charge in e.
CARTESIAN COORDINATES (ANGSTROEM)
Rb  -0.76495  3.24060  2.22882  0.974
O  -1.82272  0.69248  1.72937  -0.641
S  -1.13391  -0.46825  1.19172  1.156
O  0.28740  -0.64967  1.53120  -0.601
O  -2.04056  -1.79612  1.64335  -0.307
C  -1.66660  -3.13224  1.22443  -0.206
C  -2.82994  -3.74311  0.49140  -1.047
C  -1.35732  -0.49883  -0.64856  -0.684
H  -1.32957  -3.85720  1.96533  0.366
H  -0.81229  -3.06063  0.55128  0.232
H  -2.67244  -4.75972  0.13113  0.380
H  -3.07917  -3.20817  -0.42503  0.272
H  -3.67799  -3.79522  1.17418  0.294
H  -2.42551  -0.60537  -0.83751  0.346
H  -0.77717  -1.33511  -1.03863  0.333
H  -0.91284  0.42728  -1.01307  0.144
N  1.32083  2.52332  0.22434  -0.136
C  1.02598  2.82602  -1.08652  -0.196
C  2.03640  2.77582  -2.09497  -0.327
C  3.29634  2.32698  -1.69913  -0.116
C  3.58796  1.96756  -0.39705  -0.338
C  2.54102  2.13859  0.58629  -0.121
H  0.01420  3.10328  -1.34307  0.504
H  1.86947  3.12610  -3.10286  0.427
H  4.09745  2.31166  -2.42327  0.430
H  4.57816  1.59094  -0.18713  0.423
H  2.64765  1.85891  1.62399  0.439



ORCA calculation (the ωB97M-V functional and the def2-TZVPD basis) on a gas-phase ion, C4H10NO (charge +1).

Calculated values
2S+1 = 1
net charge = +1
LUMO level = -3.53 eV
E_HOMO = -15.067 eV
energy above the lowest of the compared OMol25 structures with the same formula, charge and spin = 266.76 kJ/mol
total energy = -7838.552 eV
SMILES = C[NH2+][C@]1(C)CO1
Kohn-Sham gap = 11.54 eV

Last column: Mulliken charge in e.
CARTESIAN COORDINATES (ANGSTROEM)
C  1.65733  -0.78027  -0.74548  -0.455
C  0.61436  0.20269  0.10122  0.648
C  0.50899  1.66707  -0.01132  -1.335
C  -1.81773  -0.68544  -0.06948  -0.855
N  -0.53737  -0.52309  0.72889  -0.228
O  1.84437  -0.37605  0.63764  -0.430
H  1.51475  -1.75401  -1.15474  0.307
H  2.29782  -0.20022  -1.32194  0.306
H  1.54390  2.12243  0.07277  0.375
H  -0.17454  2.12199  0.63925  0.391
H  0.10078  2.04711  -1.00411  0.292
H  -2.36516  0.24437  -0.30418  0.334
H  -1.58059  -1.29988  -0.89311  0.358
H  -2.47366  -1.26657  0.62571  0.381
H  -0.40328  -1.52381  1.05829  0.466
H  -0.72999  0.00369  1.64060  0.444



ORCA calculation (the ωB97M-V functional and the def2-TZVPD basis) on a molecular structure, C46H43AsGaGeN3O4S.

Calculated values
2S+1 = 1
net charge = 0
LUMO level = -0.75 eV
E_HOMO = -8.123 eV
energy above the lowest of the compared OMol25 structures with the same formula, charge and spin = 64.25 kJ/mol
total energy = -241629.858 eV
Kohn-Sham gap = 7.37 eV

Last column: Mulliken charge in e.
CARTESIAN COORDINATES (ANGSTROEM)
Ga  2.02810  -1.67095  0.72785  -0.595
O  -1.38024  -6.71178  -2.40873  -0.717
C  -0.14102  -6.64067  -2.53974  0.326
O  0.65312  -7.23706  -3.27403  -0.723
C  0.49310  -5.52961  -1.67476  -0.522
C  1.67711  -4.91360  -2.05137  -1.000
C  2.14683  -3.83700  -1.32592  1.372
N  1.50401  -3.40000  -0.22976  0.487
C  0.39183  -4.02789  0.17453  0.809
C  -0.14434  -5.08250  -0.52816  -0.756
C  -0.23061  -3.45915  1.38877  0.548
C  -1.29989  -4.03809  2.05047  -0.730
C  -1.81496  -3.39080  3.15823  -0.748
C  -1.25645  -2.19098  3.56917  -0.757
C  -0.18733  -1.68148  2.85898  0.177
N  0.31793  -2.31897  1.80586  0.480
C  3.39379  -3.11110  -1.67156  -0.016
C  3.96185  -3.14839  -2.93655  -1.067
C  5.11279  -2.41249  -3.15872  -0.548
C  5.65229  -1.66683  -2.12172  -0.992
C  5.00909  -1.68215  -0.89656  -0.046
N  3.91040  -2.39549  -0.67687  0.077
H  2.21145  -5.30863  -2.90432  0.633
H  -1.07873  -5.55050  -0.25234  0.500
H  -1.71227  -4.97642  1.70997  0.593
H  -2.65043  -3.81913  3.69646  0.453
H  -1.63920  -1.65688  4.42430  0.493
H  0.28485  -0.74668  3.12375  0.166
H  3.50315  -3.72273  -3.72829  0.439
H  5.57877  -2.41386  -4.13516  0.442
H  6.54526  -1.07399  -2.25998  0.422
H  5.37560  -1.10459  -0.05520  0.468
C  5.11140  -0.82821  4.28205  -0.463
C  5.29474  -1.92030  3.44624  -0.804
C  4.39620  -2.16552  2.41585  -0.029
C  3.29105  -1.33866  2.19781  0.421
C  3.12447  -0.24624  3.05533  0.371
C  4.02335  0.00870  4.08477  -0.845
H  5.81412  -0.62980  5.08141  0.380
H  6.14026  -2.58066  3.59524  0.412
H  4.55899  -3.02247  1.77212  0.398
H  2.29146  0.43087  2.90879  0.147
H  3.87492  0.86586  4.73026  0.421
C  -2.64120  -3.50160  -3.44647  -0.907
As  -3.03478  -2.20473  -2.08948  0.570
C  -4.08194  -0.86363  -3.00090  -1.010
C  -4.28994  -3.06631  -0.90804  -1.078
S  -1.40171  -1.37237  -1.10507  -0.500
H  -3.56016  -3.75406  -3.97552  0.432
H  -2.20488  -4.40872  -3.02253  0.184
H  -1.92955  -3.05014  -4.13736  0.320
H  -5.06777  -1.25375  -3.25120  0.454
H  -3.55617  -0.58298  -3.91195  0.282
H  -4.17100  0.00736  -2.35427  0.231
H  -5.18285  -3.35095  -1.46323  0.443
H  -4.54310  -2.37276  -0.10802  0.326
H  -3.82159  -3.95456  -0.48794  0.320
O  1.00855  0.30533  0.88560  0.443
C  1.52945  0.52630  -0.23061  0.473
O  2.06563  -0.46061  -0.84646  -0.471
C  1.60167  1.88130  -0.86643  -1.188
C  1.29278  3.09053  0.01660  -1.101
Ge  -0.60106  3.58188  0.19197  1.540
C  -1.28713  3.63175  -1.63486  0.193
C  -1.65017  2.45785  -2.30248  -0.075
C  -2.04920  2.48873  -3.63203  -0.953
C  -2.09062  3.69490  -4.31721  -0.544
C  -1.72738  4.86772  -3.67122  -0.627
C  -1.32708  4.83433  -2.34150  -0.617
C  -0.64554  5.37236  0.96599  0.151
C  0.46242  5.90648  1.62143  -0.475
C  0.40515  7.16210  2.21535  -0.612
C  -0.76492  7.90323  2.15575  -0.451
C  -1.87798  7.38568  1.50577  -0.719
C  -1.81700  6.12994  0.91999  -0.259
C  -1.77661  2.52811  1.33688  0.328
C  -1.55981  2.56963  2.71597  -0.539
C  -2.47475  2.02115  3.59863  -0.810
C  -3.62096  1.40142  3.11497  -0.455
C  -3.84707  1.34881  1.75036  -0.707
C  -2.93585  1.91898  0.86825  -0.076
H  0.93874  1.84724  -1.73722  0.181
H  2.60768  1.95376  -1.28624  0.533
H  1.72726  3.96522  -0.47491  0.449
H  1.76869  3.00133  0.99413  0.454
H  -1.61599  1.50096  -1.78761  0.494
H  -2.32560  1.56967  -4.13403  0.357
H  -2.40175  3.71953  -5.35385  0.392
H  -1.75481  5.81023  -4.20349  0.408
H  -1.04673  5.75824  -1.84802  0.373
H  1.38775  5.34344  1.67152  0.260
H  1.27503  7.56119  2.72179  0.404
H  -0.81145  8.88257  2.61461  0.379
H  -2.79386  7.96121  1.45817  0.391
H  -2.69649  5.73354  0.42305  0.400
H  -0.67885  3.06806  3.10884  0.379
H  -2.30777  2.09761  4.66669  0.398
H  -4.33878  0.97240  3.80393  0.425
H  -4.74634  0.88094  1.36749  0.425
H  -3.14943  1.90093  -0.19210  0.304



ORCA calculation (the ωB97M-V functional and the def2-TZVPD basis) on 8 unconnected molecules or ions with the total composition C20H50N2O14S4.

Calculated values
2S+1 = 1
net charge = 0
LUMO level = 0.29 eV
E_HOMO = -9.980 eV
energy above the lowest of the compared OMol25 structures with the same formula, charge and spin = 292.15 kJ/mol
total energy = -96530.105 eV
SMILES = CCOS(C)(=O)=O.CCOS(C)(=O)=O.CCOS(C)(=O)=O.CCOS(C)(=O)=O.CC#N.CC#N.CCO.CCO
Kohn-Sham gap = 10.27 eV

Last column: Mulliken charge in e.
CARTESIAN COORDINATES (ANGSTROEM)
C  1.58767  1.13993  0.12182  -0.972
C  1.54582  -0.40036  -0.13616  -0.211
O  0.47177  -0.78180  -0.97811  -0.533
H  1.86799  1.68554  -0.77920  0.248
H  2.31270  1.42208  0.88525  0.328
H  0.58470  1.44807  0.41713  0.279
H  1.55822  -1.05677  0.73394  0.331
H  2.46077  -0.57551  -0.70212  0.219
H  0.60608  -0.24813  -1.76471  0.304
C  -0.16450  -8.10081  1.59079  -1.143
C  0.01021  -6.58346  1.51499  -0.069
O  0.15183  -6.31598  0.13634  -0.510
H  0.61922  -8.82007  1.35298  0.326
H  -0.91379  -8.50904  0.91257  0.307
H  -0.54503  -8.31480  2.58954  0.326
H  0.87062  -6.20546  2.06717  0.281
H  -0.91686  -6.07936  1.78796  0.205
H  0.30854  -5.37119  0.06998  0.278
C  1.08699  -4.40732  -5.70460  -0.693
C  2.51122  -4.09923  -5.42624  0.291
N  3.61287  -3.81180  -5.18078  -0.378
H  1.01038  -4.69789  -6.75236  0.267
H  0.47594  -3.50545  -5.74095  0.276
H  0.80451  -5.19768  -5.00917  0.237
C  4.42960  2.49255  -4.68541  -0.687
C  3.04710  2.02784  -4.80680  0.337
N  1.90798  1.69804  -4.87483  -0.437
H  5.00811  1.63062  -5.01782  0.272
H  4.63533  2.70661  -3.63662  0.255
H  4.68604  3.35486  -5.30084  0.268
O  4.44931  8.92460  -1.15375  -0.611
S  4.47513  7.93151  -2.21559  1.092
O  5.37897  6.85385  -2.11554  -0.546
O  2.93204  7.35791  -2.44882  -0.243
C  1.81174  8.21088  -2.22910  -0.158
C  0.53642  7.33867  -2.24043  -1.201
C  4.62518  8.85828  -3.84252  -0.886
H  1.78025  8.90620  -3.06793  0.282
H  1.88714  8.75103  -1.28537  0.325
H  0.65023  6.72987  -1.34348  0.295
H  0.55244  6.67453  -3.10457  0.314
H  -0.41453  7.87136  -2.24815  0.364
H  5.55229  9.43148  -3.84704  0.351
H  3.77371  9.52874  -3.95900  0.300
H  4.51790  8.13235  -4.64851  0.320
O  6.57090  -1.22820  2.03086  -0.613
S  6.27454  -2.34283  2.98868  1.125
O  5.07551  -2.35840  3.82274  -0.588
O  6.29270  -3.79591  2.15178  -0.299
C  7.12771  -3.96906  0.97592  -0.154
C  6.87784  -5.32771  0.34818  -1.146
C  7.77420  -2.58955  4.09854  -0.826
H  8.19393  -3.75399  1.04673  0.360
H  6.75666  -3.25648  0.23926  0.259
H  6.65817  -6.13711  1.04439  0.315
H  7.71682  -5.55731  -0.30872  0.343
H  5.99194  -5.32289  -0.28685  0.297
H  8.41152  -3.34400  3.63731  0.296
H  7.23123  -2.94002  4.97629  0.310
H  8.38890  -1.71979  4.33042  0.318
O  -11.08374  2.73416  -2.33088  -0.562
S  -9.91202  3.51193  -1.95265  1.095
O  -9.80344  4.39446  -0.74712  -0.588
O  -8.51460  2.56593  -1.97365  -0.303
C  -7.31421  3.03018  -1.35313  -0.064
C  -6.28141  1.92605  -1.51148  -1.261
C  -9.57347  4.46827  -3.50848  -0.916
H  -7.50839  3.15741  -0.28814  0.305
H  -6.92658  3.93027  -1.83031  0.279
H  -6.57451  0.95046  -1.12367  0.328
H  -5.38153  2.29023  -1.01578  0.375
H  -6.08233  1.78233  -2.57346  0.321
H  -10.49104  5.05532  -3.54795  0.349
H  -9.50775  3.83935  -4.39631  0.315
H  -8.74280  5.14634  -3.31277  0.328
O  -4.92511  -2.97790  9.01363  -0.576
S  -5.38171  -2.82847  7.62856  1.137
O  -6.34274  -1.79614  7.24566  -0.605
O  -4.06008  -2.71869  6.64258  -0.272
C  -4.28154  -2.33028  5.28602  0.049
C  -2.97218  -1.76475  4.87076  -1.433
C  -6.06357  -4.53490  7.07402  -0.883
H  -4.95639  -1.50354  5.06421  0.281
H  -4.41315  -3.19852  4.64031  0.240
H  -2.68656  -0.83878  5.36986  0.345
H  -2.99552  -1.47365  3.82061  0.430
H  -2.08506  -2.39761  4.84626  0.338
H  -7.14683  -4.52959  7.19482  0.313
H  -5.71478  -5.39022  7.65271  0.351
H  -5.75976  -4.88169  6.08633  0.285



ORCA calculation (the ωB97M-V functional and the def2-TZVPD basis) on a molecular structure, C31H34Li2O15S.

Calculated values
2S+1 = 1
net charge = 0
LUMO level = -1.26 eV
E_HOMO = -7.273 eV
energy above the lowest of the compared OMol25 structures with the same formula, charge and spin = 91.14 kJ/mol
total energy = -74650.353 eV
Kohn-Sham gap = 6.01 eV

Last column: Mulliken charge in e.
CARTESIAN COORDINATES (ANGSTROEM)
Li  -0.89952  1.99213  1.69566  0.785
Li  3.54825  -1.22885  -0.68238  0.856
S  0.51920  -0.32114  0.26454  0.585
O  1.92310  -0.42585  -0.09224  -0.763
O  0.25339  -1.39988  1.17393  -0.296
O  0.35017  0.97648  0.88516  -0.559
O  -0.29130  -0.52942  -0.92950  -0.527
C  0.06334  4.38363  0.88525  -0.215
O  -1.24472  3.81660  0.94780  -0.539
H  0.10298  5.14236  1.79428  0.271
H  0.11683  4.93794  -0.01995  0.214
H  0.91996  3.71273  0.84352  0.009
H  -1.99017  4.26490  0.36738  0.310
C  -0.41169  -4.49916  -3.46425  -0.795
C  -1.04051  -5.78412  -3.18144  -0.700
C  -2.10258  -5.82522  -2.38507  1.050
C  -2.49306  -4.80502  -1.53690  -0.955
C  -1.69171  -3.67457  -1.52256  -0.025
C  -0.72829  -3.50146  -2.54755  0.252
O  -0.12735  -2.26101  -2.66561  -0.648
O  -2.89239  -7.00498  -2.37563  -0.556
H  0.18950  -4.25984  -4.20014  0.680
H  -0.65010  -6.53866  -4.02688  0.110
H  -3.25047  -4.97750  -0.74929  0.400
H  -1.95197  -2.77533  -0.95355  0.446
H  -0.06576  -1.51094  -1.95108  0.361
H  -2.54474  -7.72900  -2.94929  0.294
C  -1.55608  3.86192  -2.71380  -1.144
C  -1.50831  2.55500  -2.18719  1.014
C  -2.16423  1.55638  -2.92401  0.053
C  -2.74042  1.78013  -4.10913  -1.003
C  -2.60512  3.05242  -4.77515  -0.675
C  -2.07566  4.11510  -4.03806  0.438
O  -1.90930  5.38063  -4.54544  -0.520
O  -2.13739  0.34211  -2.27728  -0.566
H  -1.27803  4.66960  -2.25197  0.647
H  -0.78368  2.50900  -1.31959  0.060
H  -3.00453  0.98938  -4.55942  0.697
H  -2.89439  2.91417  -5.76125  0.379
H  -2.02894  5.32216  -5.45906  0.285
H  -1.54464  -0.12471  -1.67678  0.604
C  3.44795  5.20439  -1.51245  -0.218
C  3.61755  4.14418  -0.61141  -0.281
C  2.91173  2.96497  -0.78275  -0.005
C  2.02356  2.77119  -1.91561  -0.496
C  1.86585  3.86604  -2.75982  -1.076
C  2.51325  5.07849  -2.50866  0.050
O  2.39235  6.18698  -3.32098  -0.567
O  3.13669  1.87855  0.05739  -0.533
H  4.02983  6.11619  -1.50819  0.463
H  4.48586  4.23785  0.29772  0.142
H  1.39867  1.95643  -1.92394  0.952
H  1.11970  3.90703  -3.41408  0.936
H  1.83799  6.81623  -2.95225  0.318
H  2.56636  1.13530  0.04951  0.241
C  -3.37668  -1.10278  3.97167  -0.950
C  -4.53689  -1.97189  3.96234  -0.271
C  -4.53914  -3.18864  3.39504  0.557
C  -3.39497  -3.65337  2.67120  -0.351
C  -2.17705  -2.91568  2.68738  -0.457
C  -2.22158  -1.64223  3.36455  0.618
O  -1.02842  -0.97465  3.46959  -0.593
O  -5.64782  -3.97094  3.41406  -0.581
H  -3.56042  -0.21970  4.58799  0.393
H  -5.46559  -1.52836  4.47425  0.130
H  -3.37204  -4.76439  2.21951  0.255
H  -1.30160  -3.37584  2.38880  0.652
H  -0.41193  -1.29637  2.80270  0.214
H  -6.31907  -3.71056  4.17931  0.334
C  5.02803  -2.39207  4.16470  -0.745
C  3.94565  -3.03277  3.58538  -0.574
C  2.86123  -2.29559  3.05192  0.176
C  2.74901  -0.90432  3.32797  -1.109
C  3.83580  -0.14457  3.98304  -0.659
C  4.93754  -0.95398  4.40353  0.730
O  6.10255  -0.35977  4.86324  -0.556
O  1.94978  -2.95301  2.33076  -0.597
H  5.88406  -2.81725  4.27253  0.608
H  4.02830  -4.05307  3.45353  0.514
H  2.08680  -0.47303  3.02922  1.168
H  3.71628  0.95119  3.98008  0.258
H  6.12492  0.59644  4.83761  0.300
H  1.37623  -2.21476  1.90754  0.292